--- w ---
Here is a 2-piece molecular cluster, H4O2P2 overall from the Open Molecules 2025 dataset. Energies are from ωB97M-V with the def2-TZVPD basis set.

Output
**Molecular weight**: 98.0 g mol⁻¹
**Orbital gap (alpha / beta)**: 7.257 / 7.978 eV
**LUMO energy (alpha / beta)**: -1.7 / -1.2 eV

```
8
H4O2P2 | the Open Molecules 2025 dataset | ωB97M-V with the def2-TZVPD basis set
O 1.697 -0.514 1.183
O 0.158 1.566 0.373
P -2.527 0.011 0.450
P 0.993 0.419 -0.036
H 0.947 -0.628 1.815
H -2.936 1.284 0.224
H -3.940 -0.333 0.652
H 2.318 0.823 -0.699
```

These are the Löwdin partial charges, in e, on atoms 1 to 6:
1. O -0.323
2. O -0.502
3. P 0.578
4. P 0.653
5. H 0.051
6. H -0.265

***

--- x ---
Here is one molecule with the formula H4O2P2 from the Open Molecules 2025 dataset. Energies are from ωB97M-V with the def2-TZVPD basis set.

Output
**Molecular weight**: 98.0 g mol⁻¹
**Orbital gap**: 8.290 eV
**LUMO energy**: 0.2 eV
**Structure (SMILES)**: O[PH]#[PH]O

```
8
H4O2P2 | the Open Molecules 2025 dataset | ωB97M-V with the def2-TZVPD basis set
O -1.392 -0.902 1.604
O 2.130 0.562 -0.880
P -0.729 -0.402 0.135
P 0.849 1.430 -0.519
H -1.210 -1.691 2.132
H 2.190 -0.452 -0.817
H -0.051 1.098 -1.515
H -1.788 0.357 -0.140
```

These are the Löwdin partial charges, in e, on atoms 1 to 6:
1. O -0.478
2. O -0.528
3. P 0.636
4. P 0.578
5. H 0.035
6. H 0.087

***

Q: What are the energies relative to the best structure? A: w 0.0391; x 0.0000, in hartree.